The following is a quantum chemistry calculation of an isolated molecule of C5H8OS, from the OMol25 dataset.

The value obtained for the energy above the lowest of the compared OMol25 structures with the same formula, charge and spin is 85.82 kcal/mol. The LUMO energy is 0.88 eV. The frontier orbital gap comes out at 9.4 eV. The structure (SMILES) is C/C=C1\CSCO1.

```
! wB97M-V def2-TZVPD RIJCOSX def2/J DEFGRID3
* xyz 0 1
S 2.51 -0.76 -0.12
O 1.02 1.09 -0.56
C 2.29 1.10 0.12
C -2.26 -0.37 -0.13
C 0.12 0.20 -0.09
C 0.69 -1.15 -0.01
C -1.17 0.55 0.05
H 0.39 -1.96 -0.73
H -2.55 -0.53 -1.30
H 3.12 1.48 -0.49
H 0.61 -1.30 0.99
H -1.47 1.74 0.40
H -2.24 -1.61 0.19
H -3.18 0.02 0.44
H 2.13 1.50 1.24
*
```

These are the Löwdin partial charges, in e, on atoms 1 to 4: number 1, S, carries 0.833; number 2, O, carries -0.180; number 3, C, carries -0.369; number 4, C, carries -0.186

The following is a quantum chemistry calculation of an isolated molecule of C5H8OS2, from the OMol25 dataset.

The value obtained for the energy above the lowest of the compared OMol25 structures with the same formula, charge and spin is 101.98 kcal/mol. The LUMO energy is 0.73 eV. The frontier orbital gap comes out at 9.4 eV. The structure (SMILES) is C[C@@]12SCO[C@H]1[C@@H]2S.

```
! wB97M-V def2-TZVPD RIJCOSX def2/J DEFGRID3
* xyz 0 1
S -2.72 -0.37 0.01
S 1.36 -1.05 -0.80
O 1.13 0.59 1.40
C 0.80 1.57 -0.97
C -1.33 0.65 0.01
C 2.00 -0.35 0.85
C 0.10 0.26 -0.63
C -0.14 0.21 0.83
H 1.69 1.68 -0.38
H -0.36 -0.83 1.26
H 2.97 0.13 0.63
H 1.05 1.66 -2.01
H -1.57 1.69 0.04
H 0.18 2.43 -0.67
H 2.19 -1.24 1.53
H -1.99 -1.48 0.41
*
```

These are the Löwdin partial charges, in e, on atoms 1 to 4: number 1, S, carries 0.794; number 2, S, carries 0.903; number 3, O, carries -0.148; number 4, C, carries -0.104

The following is a quantum chemistry calculation of an isolated molecule of C5H8OS4, from the OMol25 dataset.

The LUMO energy is -0.92 eV. The frontier orbital gap comes out at 5.9 eV.

```
! wB97M-V def2-TZVPD RIJCOSX def2/J DEFGRID3
* xyz 0 1
S -0.75 -1.35 -0.57
S 1.44 1.26 0.06
S 4.58 0.64 -0.63
S 1.28 -1.55 -0.56
O -4.00 1.85 -0.54
C -1.90 -0.93 0.46
C 3.49 -0.38 0.46
C 2.06 -0.30 -0.01
C -3.07 1.01 -0.55
C -3.28 -0.36 0.10
H -4.07 -0.47 0.84
H -2.13 1.05 -1.21
H 0.15 1.00 -0.47
H -3.58 -1.00 -0.74
H 3.79 -1.41 0.48
H -1.70 -0.98 1.50
H 3.53 -0.05 1.59
H 4.16 1.97 -0.22
*
```

These are the Löwdin partial charges, in e, on atoms 1 to 4: number 1, S, carries 0.560; number 2, S, carries 0.780; number 3, S, carries 0.646; number 4, S, carries 0.643

The following is a quantum chemistry calculation of an isolated molecule of C5H8OSe, from the OMol25 dataset.

The value obtained for the energy above the lowest of the compared OMol25 structures with the same formula, charge and spin is 70.54 kcal/mol. The LUMO energy is 0.12 eV. The frontier orbital gap comes out at 8.7 eV.

```
! wB97M-V def2-TZVPD RIJCOSX def2/J DEFGRID3
* xyz 0 1
Se 0.02 -1.69 1.38
O -1.77 0.63 1.17
C -1.56 1.08 0.08
C 1.43 -0.52 0.43
C -0.37 0.84 -0.83
C -0.59 -2.38 -0.12
C 0.90 0.83 -0.03
H -2.19 1.87 -0.30
H -1.31 -3.15 0.31
H 1.61 1.27 -0.70
H -0.36 -0.20 -1.22
H -0.55 1.54 -1.60
H 1.68 -1.13 -0.37
H 0.74 1.38 0.77
H 2.33 -0.37 1.05
*
```

These are the Löwdin partial charges, in e, on atoms 1 to 4: number 1, Se, carries 0.984; number 2, O, carries -0.002; number 3, C, carries -0.263; number 4, C, carries -0.366

The following is a quantum chemistry calculation of a structure of composition C5H8P2, from the OMol25 dataset.

The value obtained for the energy above the lowest of the compared OMol25 structures with the same formula, charge and spin is 71.67 kcal/mol. The LUMO energy (alpha / beta) is -0.04 / -1.11 eV. The frontier orbital gap (alpha / beta) comes out at 8.5 / 5.9 eV.

```
! wB97M-V def2-TZVPD RIJCOSX def2/J DEFGRID3
* xyz 0 1
P -1.73 1.50 -2.11
P -1.33 -1.72 0.22
C 1.04 -0.46 1.16
C -0.26 0.78 -0.40
C 1.87 0.30 0.19
C 1.09 0.99 -0.69
C -0.42 -0.15 0.73
H 1.25 -1.53 1.11
H -0.82 -1.78 -1.09
H 1.23 -0.14 2.19
H -2.85 1.09 -1.37
H 1.44 1.61 -1.49
H -2.47 -1.05 -0.21
H 2.95 0.27 0.20
H -1.01 0.28 1.55
*
```

These are the Löwdin partial charges, in e, on atoms 1 to 4: number 1, P, carries 0.667; number 2, P, carries 0.824; number 3, C, carries -0.224; number 4, C, carries -0.355

The following is a quantum chemistry calculation of a structure of composition C5H8S, from the OMol25 dataset.

The value obtained for the energy above the lowest of the compared OMol25 structures with the same formula, charge and spin is 40.09 kcal/mol. The LUMO energy is 0.93 eV. The frontier orbital gap comes out at 9.3 eV.

```
! wB97M-V def2-TZVPD RIJCOSX def2/J DEFGRID3
* xyz 0 1
S 0.69 -0.71 -1.68
C -0.42 -1.31 0.75
C 0.12 -0.11 0.03
C -0.93 0.76 -0.66
C -0.75 0.42 -1.92
C 1.23 0.67 0.78
H 0.97 0.75 1.81
H 0.37 -1.84 1.15
H -1.03 -0.92 1.66
H -1.20 0.65 -2.98
H 2.29 0.46 0.75
H 1.19 1.63 0.29
H -1.02 -1.89 0.01
H -1.50 1.44 0.02
*
```

These are the Löwdin partial charges, in e, on atoms 1 to 4: number 1, S, carries 0.833; number 2, C, carries -0.121; number 3, C, carries -0.761; number 4, C, carries -0.209

The following is a quantum chemistry calculation of an isolated molecule of C5H8S, from the OMol25 dataset.

The value obtained for the energy above the lowest of the compared OMol25 structures with the same formula, charge and spin is 19.06 kcal/mol. The LUMO energy is 1.01 eV. The frontier orbital gap comes out at 9.4 eV. The structure (SMILES) is C1S[C@H]2C[C@@H]1C2.

```
! wB97M-V def2-TZVPD RIJCOSX def2/J DEFGRID3
* xyz 0 1
S -1.40 -0.33 0.02
C -0.50 1.31 -0.05
C 0.97 0.87 -0.05
C 0.29 -1.09 0.03
C 1.00 -0.32 -1.05
C 1.01 -0.22 1.08
H 1.99 -0.52 1.37
H 0.57 -0.30 -2.05
H -0.77 1.94 0.77
H -0.79 1.95 -0.91
H 0.35 -2.18 0.04
H 0.55 0.07 2.04
H 1.75 1.64 -0.08
H 2.04 -0.66 -1.20
*
```

These are the Löwdin partial charges, in e, on atoms 1 to 4: number 1, S, carries 0.830; number 2, C, carries -0.412; number 3, C, carries -0.322; number 4, C, carries -0.528

The following is a quantum chemistry calculation of a cluster of 2 separate species, C5H8S in total, from the OMol25 dataset.

The value obtained for the energy above the lowest of the compared OMol25 structures with the same formula, charge and spin is 111.46 kcal/mol. The LUMO energy (alpha / beta) is -1.31 / -1.30 eV. The frontier orbital gap (alpha / beta) comes out at 6.5 / 6.5 eV.

```
! wB97M-V def2-TZVPD RIJCOSX def2/J DEFGRID3
* xyz 0 1
S 0.07 1.80 -1.09
C 0.92 1.22 1.65
C 0.98 -0.98 0.31
C 0.83 0.21 0.90
C -0.04 -1.95 0.55
C -1.23 0.83 -1.79
H -2.24 0.85 -1.31
H -0.83 -1.82 1.20
H -1.02 -0.31 -1.67
H -1.47 1.15 -2.86
H 1.58 0.91 2.61
H 1.89 -1.24 -0.26
H 0.02 -2.87 0.12
H 0.54 2.20 1.63
*
```

These are the Löwdin partial charges, in e, on atoms 1 to 4: number 1, S, carries 0.554; number 2, C, carries -0.053; number 3, C, carries -0.177; number 4, C, carries -0.242

no.,maximum force (eV Å⁻¹)
1,6.1
2,2.5
3,4.1
4,4.9
5,4.7
6,3.5
7,1.5
8,5.6